Record 1
Entry from OMol25: a 6-piece molecular cluster, C23H60N4O7 overall in a non-equilibrium geometry (ωB97M-V/def2-TZVPD).

Structure (XYZ):
```
94
Properties=species:S:1:pos:R:3:forces:R:3
N 0.108 -3.198 -1.703 2.42 1.81 1.93
C 1.449 -2.953 -0.992 2.89 -4.32 -1.50
O 2.390 -3.912 -1.068 -5.70 6.74 0.69
O 1.563 -1.690 -0.247 0.57 -2.54 -2.49
C 2.778 -0.937 -0.621 1.06 1.30 -0.12
C 2.510 0.186 -1.825 0.05 1.07 0.59
N 3.835 0.743 -2.375 -0.95 -1.96 1.02
N 1.794 1.357 -1.122 -0.82 -1.54 -1.11
N 1.680 -0.371 -2.977 -0.25 1.03 1.04
H -0.570 -2.485 -1.351 0.80 -0.69 -0.77
H 0.225 -3.167 -2.740 0.09 -0.01 1.35
H 3.664 -1.637 -0.937 -1.90 1.17 0.70
H 3.057 -0.282 0.338 -0.55 -1.61 -2.13
H 4.271 -0.081 -2.871 -0.27 1.20 0.75
H 4.469 1.026 -1.574 -1.16 -0.57 -1.22
H 1.471 2.047 -1.854 0.62 -1.05 0.93
H 0.899 0.905 -0.766 1.35 0.94 -0.34
H 1.650 0.335 -3.771 0.17 -1.00 1.51
H 0.695 -0.417 -2.576 1.62 0.02 -0.90
C 1.005 0.838 4.129 -0.16 0.02 0.13
C 1.475 1.494 2.841 -0.13 0.09 0.09
O 0.916 2.787 2.625 -0.04 0.03 -0.05
C 1.198 3.773 3.616 0.04 -0.09 -0.12
C 2.682 4.050 3.788 0.15 -0.05 -0.06
H -0.089 0.756 4.141 0.25 -0.02 -0.04
H 1.435 -0.164 4.227 -0.06 0.12 -0.05
H 1.297 1.414 5.010 0.08 -0.06 -0.01
H 1.161 0.872 1.997 -0.04 0.27 -0.02
H 2.567 1.541 2.798 0.05 0.00 0.06
H 0.735 3.494 4.568 0.07 -0.03 0.06
H 0.702 4.696 3.292 -0.03 -0.29 -0.13
H 3.228 3.164 4.119 -0.04 0.08 0.07
H 2.838 4.838 4.531 -0.03 -0.07 -0.08
H 3.124 4.371 2.838 -0.09 -0.01 0.12
C -2.379 1.515 2.646 0.08 -0.09 -0.03
C -3.727 1.529 1.944 0.15 0.01 -0.06
O -4.020 0.318 1.252 -0.03 -0.15 -0.11
C -4.075 -0.867 2.043 -0.06 0.11 -0.06
C -5.130 -0.817 3.135 -0.11 0.09 0.08
H -1.575 1.317 1.927 -0.13 0.14 0.14
H -2.191 2.479 3.130 0.00 -0.10 -0.16
H -2.327 0.741 3.413 -0.06 0.04 0.06
H -3.724 2.326 1.194 -0.10 -0.25 0.02
H -4.534 1.769 2.644 0.00 0.00 0.08
H -3.086 -1.089 2.458 -0.01 0.02 0.10
H -4.313 -1.691 1.360 0.07 0.29 -0.05
H -4.938 -0.016 3.853 0.04 -0.10 0.01
H -5.154 -1.762 3.685 0.01 0.08 -0.08
H -6.120 -0.638 2.702 0.13 -0.06 0.03
C -1.723 -8.396 0.587 0.06 -0.13 0.15
C -2.314 -7.000 0.480 0.07 -0.02 0.11
O -2.123 -6.211 1.651 -0.13 0.02 0.06
C -0.773 -5.966 2.037 -0.01 0.09 -0.10
C 0.035 -5.234 0.979 -0.03 -0.05 -0.03
H -2.152 -8.929 1.446 0.03 0.10 -0.19
H -1.929 -8.970 -0.322 -0.01 0.08 0.12
H -0.641 -8.371 0.729 -0.02 0.00 -0.10
H -3.396 -7.088 0.334 0.10 0.17 0.21
H -1.927 -6.475 -0.398 0.10 -0.03 -0.03
H -0.288 -6.903 2.328 0.05 -0.02 -0.07
H -0.812 -5.347 2.941 -0.25 -0.15 -0.14
H 0.115 -5.810 0.054 0.10 0.08 0.08
H 1.049 -5.040 1.341 -0.11 -0.03 -0.05
H -0.437 -4.278 0.730 0.04 -0.15 0.08
C 6.875 -1.637 -7.352 0.09 0.19 -0.02
C 6.072 -2.293 -6.241 0.04 0.09 0.00
O 5.516 -1.362 -5.316 0.01 0.03 0.14
C 4.609 -0.401 -5.851 -0.03 -0.09 0.00
C 3.389 -1.022 -6.509 -0.06 -0.19 -0.02
H 7.687 -1.030 -6.931 -0.13 -0.17 -0.07
H 7.308 -2.396 -8.011 -0.05 0.08 0.12
H 6.259 -0.975 -7.964 0.00 -0.09 -0.04
H 6.737 -2.947 -5.667 -0.18 0.20 0.13
H 5.287 -2.936 -6.649 -0.03 0.03 -0.08
H 5.133 0.268 -6.542 -0.03 -0.03 -0.07
H 4.279 0.221 -5.011 0.22 -0.19 -0.07
H 3.658 -1.650 -7.361 -0.03 0.12 -0.02
H 2.711 -0.242 -6.868 0.07 -0.05 0.04
H 2.849 -1.654 -5.795 0.06 0.13 -0.04
C -3.012 7.083 0.713 0.11 0.08 0.15
C -3.651 5.724 0.476 0.05 0.05 0.10
O -3.866 4.982 1.674 0.04 -0.09 0.04
C -4.719 5.580 2.647 -0.01 -0.05 -0.10
C -6.125 5.847 2.136 -0.09 -0.02 -0.14
H -2.053 6.970 1.235 -0.17 -0.01 -0.15
H -2.837 7.594 -0.239 -0.01 -0.10 0.11
H -3.642 7.729 1.327 -0.02 0.02 -0.10
H -2.980 5.125 -0.148 -0.11 -0.11 0.25
H -4.587 5.821 -0.082 -0.04 0.08 0.01
H -4.261 6.494 3.039 -0.05 0.06 -0.04
H -4.777 4.880 3.488 0.19 -0.02 -0.26
H -6.130 6.548 1.298 -0.01 0.03 0.11
H -6.745 6.271 2.931 0.08 -0.06 -0.07
H -6.588 4.918 1.787 0.06 0.10 0.09
```
Positions in Å, forces in eV/Å.

The HOMO energy comes out at -0.3452 Ha. The value obtained for the LUMO energy is 0.45 eV. The total energy is -45112.6227 eV. The HOMO-LUMO gap is 9.84 eV. Its SMILES is NC(=O)OCC(N)(N)N.CCOCC.CCOCC.CCOCC.CCOCC.CCOCC.

***

Record 2
Entry from OMol25: one molecule with the formula C4H6N2O2 in a non-equilibrium geometry (ωB97M-V/def2-TZVPD).

Structure (XYZ):
```
14
Properties=species:S:1:pos:R:3:forces:R:3
N 0.992 1.023 0.259 -3.73 0.94 0.34
C 1.509 -0.173 -0.044 -0.35 -2.07 -0.24
C -0.768 0.583 0.449 3.32 -1.70 -0.97
C -0.691 -0.740 0.001 -0.86 1.30 1.83
N -1.776 1.424 0.181 -0.76 1.05 -0.36
C 0.607 -1.216 -0.204 1.43 0.54 0.06
O 2.836 -0.392 0.148 0.10 0.16 -0.29
O -1.832 -1.497 -0.009 0.11 -0.14 -0.34
H 3.280 0.463 0.063 -0.02 -0.17 0.17
H -1.589 -2.430 -0.057 -0.07 0.15 -0.03
H 0.769 1.668 -0.482 0.47 0.09 -0.36
H -1.712 2.411 0.386 -0.23 -0.40 0.40
H -2.506 1.136 -0.465 0.51 0.30 -0.05
H 0.880 -2.259 -0.227 0.08 -0.05 -0.17
```
Positions in Å, forces in eV/Å.

The HOMO energy comes out at -0.2546 Ha. The value obtained for the LUMO energy is 0.75 eV. The total energy is -11317.6983 eV. The HOMO-LUMO gap is 7.67 eV. Its SMILES is Nc1[nH]c(O)cc1O.

***

Record 3
Entry from OMol25: one molecule with the formula C4H7N in a non-equilibrium geometry (ωB97M-V/def2-TZVPD).

Structure (XYZ):
```
12
Properties=species:S:1:pos:R:3:forces:R:3
N 0.457 1.143 2.074 2.36 -0.32 -0.37
C 0.650 0.276 0.955 -1.60 1.25 -0.66
C -0.200 0.192 -0.078 0.95 -0.74 0.42
C -0.019 -0.815 -1.117 -1.56 -0.40 -0.21
C -0.991 -1.041 -2.020 1.32 0.86 -0.02
H 1.435 1.355 2.289 -0.40 0.13 0.91
H 0.076 2.067 1.896 -0.57 -0.34 -0.51
H 1.579 -0.273 0.896 -0.05 -0.30 0.56
H -1.026 0.889 -0.192 -0.13 -0.23 0.17
H 0.763 -1.572 -1.121 0.63 0.76 0.16
H -0.641 -1.533 -2.924 -0.98 -0.56 0.12
H -1.912 -0.473 -1.927 0.03 -0.10 -0.58
```
Positions in Å, forces in eV/Å.

The HOMO energy comes out at -0.2908 Ha. The value obtained for the LUMO energy is 1.11 eV. The total energy is -5749.8786 eV. The HOMO-LUMO gap is 9.02 eV. Its SMILES is C=C/C=C/N.

***

Record 4
Entry from OMol25: C19H29BF4NPtSi as an isolated structure in a non-equilibrium geometry (ωB97M-V/def2-TZVPD).

Structure (XYZ):
```
56
Properties=species:S:1:pos:R:3:forces:R:3
Pt 0.081 -0.073 0.306 -0.08 -0.66 0.38
C -1.341 -1.493 -0.633 0.63 -0.26 0.08
C -2.493 -0.660 -0.571 -0.17 0.26 0.17
C -2.840 -0.478 0.788 0.09 -0.32 0.15
C -1.976 -1.237 1.586 -0.35 0.16 -0.11
C -1.010 -1.889 0.722 -0.04 -0.18 -0.48
C -0.274 -3.162 1.056 -0.08 0.36 -0.06
C -2.028 -1.301 3.080 0.07 0.08 -0.26
C -3.964 0.370 1.292 0.15 -0.11 -0.05
C -3.220 -0.078 -1.737 0.21 0.00 0.16
C -0.804 -2.139 -1.884 -0.21 0.01 0.23
H -0.971 -4.004 1.068 -0.05 -0.05 -0.03
H 0.206 -3.119 2.030 0.07 0.04 0.09
H 0.488 -3.365 0.307 0.06 -0.04 0.02
H -3.007 -1.642 3.425 -0.03 -0.01 0.04
H -1.855 -0.309 3.502 0.03 0.01 0.13
H -1.273 -1.978 3.472 0.09 -0.04 0.08
H -4.871 -0.226 1.419 -0.08 0.05 0.02
H -4.177 1.173 0.592 -0.08 0.12 0.01
H -3.714 0.813 2.254 -0.01 0.08 0.06
H -4.267 0.078 -1.485 -0.10 0.03 -0.05
H -3.160 -0.747 -2.592 -0.05 -0.04 -0.14
H -2.788 0.877 -2.036 0.06 0.11 -0.06
H 0.251 -2.383 -1.764 0.02 -0.04 -0.09
H -0.894 -1.461 -2.729 0.08 0.04 -0.05
H -1.353 -3.058 -2.113 0.03 -0.06 -0.06
C 3.492 0.444 0.197 -0.37 -0.02 0.68
Si 2.663 0.633 1.916 0.81 -0.70 -0.13
C 3.823 1.693 3.014 -0.62 -0.17 -0.37
C 2.578 -1.082 2.780 0.13 0.73 -0.41
N 1.060 1.165 1.623 0.38 -0.79 -0.63
C 0.317 2.241 1.973 -0.58 0.86 0.22
C -0.817 2.570 1.199 0.03 0.11 -0.04
C -1.584 3.673 1.490 -0.04 0.06 0.15
C -1.283 4.477 2.582 -0.09 0.16 0.11
C -0.179 4.166 3.361 -0.13 0.20 0.04
C 0.612 3.076 3.063 0.06 -0.25 -0.13
H 4.309 -0.274 0.197 0.14 -0.13 0.09
H 3.880 1.396 -0.155 0.00 0.20 -0.03
H 2.746 0.113 -0.527 0.01 0.00 -0.06
H 4.838 1.309 2.974 0.15 -0.18 -0.12
H 3.518 1.685 4.056 -0.11 0.01 0.21
H 3.847 2.723 2.674 0.00 0.25 -0.06
H 3.568 -1.479 2.982 0.28 -0.06 0.03
H 2.056 -1.788 2.145 -0.14 -0.16 -0.18
H 2.046 -1.019 3.724 -0.17 0.08 0.20
H -1.050 1.962 0.322 -0.03 0.35 0.14
H -2.418 3.917 0.849 -0.13 0.02 -0.07
H -1.900 5.332 2.820 -0.01 0.08 0.00
H 0.075 4.787 4.212 -0.01 0.01 0.02
H 1.473 2.851 3.671 0.15 -0.03 0.14
F 0.553 0.839 -1.913 0.19 -0.63 0.19
B 0.286 2.066 -2.611 0.25 -0.05 0.03
F 1.223 2.994 -2.225 0.59 0.51 0.23
F -0.981 2.482 -2.269 -1.08 0.24 0.35
F 0.357 1.814 -3.963 0.07 -0.24 -0.79
```
Positions in Å, forces in eV/Å.

The HOMO energy (alpha / beta) comes out at -0.1500 / -0.1557 Ha. The value obtained for the LUMO energy (alpha / beta) is 2.55 / 1.63 eV. The total energy is -44342.9853 eV. Its multiplicity is 3. The HOMO-LUMO gap (alpha / beta) is 6.63 / 5.86 eV. Its total charge is -1.

***

Record 5
Entry from OMol25: C3H2FOTl as an isolated structure in a non-equilibrium geometry (ωB97M-V/def2-TZVPD).

Structure (XYZ):
```
8
Properties=species:S:1:pos:R:3:forces:R:3
C -0.516 1.622 0.321 -0.31 0.21 -0.53
H -0.942 2.623 0.324 0.14 -0.25 0.20
Tl 0.899 -1.758 -0.047 0.06 0.27 -0.09
F 1.070 -3.795 0.169 0.25 -3.19 0.39
O 1.597 0.518 -0.562 -0.40 1.73 -0.68
C 0.442 0.844 -0.228 -0.28 -0.19 1.36
C -0.862 0.196 0.305 0.32 1.38 -0.87
H -1.687 -0.250 -0.282 0.21 0.03 0.22
```
Positions in Å, forces in eV/Å.

The HOMO energy (alpha / beta) comes out at -0.0777 / -0.1258 Ha. The value obtained for the LUMO energy (alpha / beta) is 3.53 / 3.45 eV. The total energy is -12598.6173 eV. Its multiplicity is 2. The HOMO-LUMO gap (alpha / beta) is 5.64 / 6.87 eV. Its total charge is -1.

***

Record 6
Entry from OMol25: an isolated ion of composition C4H9N2O and charge +1 in a non-equilibrium geometry (ωB97M-V/def2-TZVPD).

Structure (XYZ):
```
16
Properties=species:S:1:pos:R:3:forces:R:3
C 0.578 -0.646 1.466 -0.22 0.16 0.93
C -0.765 -0.686 1.533 1.15 -0.39 -0.20
C 0.534 0.599 -0.535 1.26 -0.13 -0.81
C 0.421 0.353 -2.035 4.11 3.17 0.77
N 1.112 -0.322 0.192 0.86 -0.50 -0.47
N -1.610 -0.455 0.510 0.72 -0.44 0.68
O 0.068 1.690 0.035 0.34 -0.18 -0.56
H 1.135 -0.893 2.378 0.35 0.23 -0.95
H -1.138 -1.065 2.449 -0.74 -0.23 0.69
H -0.345 -0.345 -2.101 -0.98 -1.54 -1.07
H 1.540 0.143 -2.438 -2.81 -0.35 0.90
H 0.236 1.335 -2.491 -0.57 -0.49 -0.10
H 1.711 -0.977 -0.348 -0.74 0.28 0.79
H -2.496 -0.840 0.596 -1.86 -0.47 0.03
H -1.503 0.295 -0.106 -0.32 0.95 -0.60
H 0.522 1.813 0.895 -0.55 -0.06 -0.01
```
Positions in Å, forces in eV/Å.

The HOMO energy (alpha / beta) comes out at -0.4885 / -0.4885 Ha. The value obtained for the LUMO energy (alpha / beta) is -4.17 / -4.17 eV. The total energy is -9313.7061 eV. The HOMO-LUMO gap (alpha / beta) is 9.12 / 9.12 eV. Its total charge is +1. Its SMILES is C/C(O)=[NH+]/C=C\N.

***

Record 7
Entry from OMol25: C9H14 as an isolated structure in a non-equilibrium geometry (ωB97M-V/def2-TZVPD).

Structure (XYZ):
```
23
Properties=species:S:1:pos:R:3:forces:R:3
C -1.025 0.251 0.235 0.51 -1.38 -1.12
C -1.479 -0.843 1.177 -0.14 0.10 -0.08
C -1.743 0.227 -1.101 -0.28 0.06 0.13
C -1.142 1.629 0.868 0.42 -0.11 -0.06
C 0.844 -1.518 -1.381 0.20 0.12 0.03
C 0.793 -0.459 -0.388 -4.93 1.37 0.96
C 1.223 0.350 0.446 4.94 -0.98 -0.55
C 3.249 -0.076 0.098 -0.73 1.14 0.94
C 4.311 0.502 0.274 -0.17 -0.29 -0.14
H 1.362 1.073 1.216 -0.43 0.09 -0.03
H -2.532 -0.689 1.439 0.00 0.02 0.03
H -1.407 -1.832 0.723 0.06 -0.02 -0.02
H -0.901 -0.840 2.101 0.03 -0.01 0.01
H -2.790 0.515 -0.950 -0.03 0.04 -0.02
H -1.307 0.937 -1.804 0.03 0.00 -0.01
H -1.756 -0.762 -1.554 0.09 -0.04 0.00
H -0.701 2.402 0.238 0.01 0.03 0.03
H -0.695 1.675 1.861 0.08 0.01 0.01
H -2.204 1.866 0.999 0.04 -0.13 -0.12
H 0.570 -1.146 -2.369 0.00 0.02 0.04
H 1.879 -1.861 -1.403 0.08 -0.08 -0.02
H 0.178 -2.340 -1.116 0.06 0.02 0.03
H 5.274 0.937 0.392 0.14 0.01 -0.02
```
Positions in Å, forces in eV/Å.

The HOMO energy comes out at -0.2977 Ha. The value obtained for the LUMO energy is 0.61 eV. The total energy is -9552.4673 eV. The HOMO-LUMO gap is 8.71 eV.

***

Record 8
Entry from OMol25: one molecule with the formula C3H8N2O in a non-equilibrium geometry (ωB97M-V/def2-TZVPD).

Structure (XYZ):
```
14
Properties=species:S:1:pos:R:3:forces:R:3
N 0.732 0.172 -2.088 1.44 -0.04 0.82
C 1.194 -0.371 -0.765 -2.01 -0.70 -0.29
C 0.297 0.208 0.331 -0.33 1.17 -1.39
N -1.044 -0.182 0.238 1.35 -0.10 0.26
C -1.671 -0.677 1.461 -0.95 0.77 -0.93
O 0.689 1.112 1.034 0.11 -0.64 0.85
H 1.009 -0.544 -2.743 -0.19 -0.12 -0.46
H 1.398 0.917 -2.289 -0.50 0.32 -0.17
H 0.983 -1.437 -0.843 0.15 -0.20 0.32
H 2.211 -0.254 -0.487 1.00 0.47 -0.05
H -1.190 -0.584 -0.676 -0.51 -0.58 0.34
H -1.487 -1.727 1.681 0.17 0.00 0.06
H -1.340 -0.007 2.235 0.31 -0.07 0.55
H -2.744 -0.496 1.379 -0.04 -0.30 0.07
```
Positions in Å, forces in eV/Å.

The HOMO energy comes out at -0.3412 Ha. The value obtained for the LUMO energy is 0.86 eV. The total energy is -8267.9468 eV. The HOMO-LUMO gap is 10.15 eV. Its SMILES is CNC(=O)CN.